1.
The following is a quantum chemistry calculation of C34H48Cl2N8PSSiTi as an isolated structure, from the Open Molecules 2025 dataset.

Summary:
Gap between HOMO and LUMO (alpha / beta)   5.71 / 5.69 eV
Charge   +1
HOMO (alpha / beta)   -8.08 / -8.07 eV

Each line ends with the Löwdin charge.
Cartesian coordinates (Å):
Ti: 0.99840 -0.18265 0.60275  0.730
C: -0.44483 0.88524 4.28497  -0.022
C: -0.31262 0.51403 2.83637  -0.323
N: 0.46375 -0.51353 2.41664  -0.209
N: 1.06661 -1.31618 3.34934  -0.010
C: 2.19313 -1.83100 2.96570  -0.878
N: 2.78022 -2.77365 3.78042  0.058
S: 3.00476 -1.44840 1.47872  0.648
C: -1.00832 1.18646 1.81878  -0.313
C: -1.88226 2.28791 2.01558  -0.038
C: -2.61657 2.76067 0.96597  -0.071
C: -2.51224 2.11929 -0.29527  -0.067
C: -1.60208 1.11406 -0.45762  -0.181
N: -0.79873 0.66491 0.54139  -0.134
H: 0.08815 0.15464 4.88657  0.065
H: -1.49296 0.90635 4.58824  0.082
H: -0.01967 1.87447 4.47624  0.082
H: 2.48049 -2.74450 4.74436  0.096
H: 3.77698 -2.85834 3.65420  0.076
H: -1.94519 2.75312 2.98953  0.115
H: -3.28145 3.60369 1.09291  0.107
H: -3.11464 2.43269 -1.13562  0.102
H: -1.46603 0.64080 -1.41649  0.082
C: 1.03544 -1.04163 -1.31402  -0.376
Si: 1.74272 0.44429 -2.21337  0.661
C: 2.88700 1.21533 -0.84459  -0.220
N: 2.22270 1.57079 0.43712  -0.282
C: 1.51414 2.87507 0.29027  -0.171
C: 1.38462 3.62414 1.61117  -0.160
C: 2.76455 4.08851 2.09408  -0.174
C: 3.83573 3.06713 1.67952  -0.157
C: 3.21284 1.67992 1.55629  -0.218
C: 2.89082 0.15860 -3.69397  -0.230
C: 4.14176 -0.44573 -3.54935  -0.098
C: 4.99114 -0.60845 -4.63286  -0.084
C: 4.60275 -0.17768 -5.89277  -0.082
C: 3.35475 0.40223 -6.06299  -0.077
C: 2.51000 0.56265 -4.97558  -0.089
C: 0.40289 1.58083 -2.92442  -0.278
C: 0.43023 2.97248 -2.89232  -0.090
C: -0.59772 3.72813 -3.43937  -0.069
C: -1.67513 3.10417 -4.04825  -0.080
C: -1.69889 1.71827 -4.13751  -0.080
C: -0.66796 0.97341 -3.58825  -0.143
H: 1.75884 -1.86159 -1.35531  -0.012
H: 0.08340 -1.40452 -1.71368  -0.002
H: 3.47492 2.06333 -1.21439  0.106
H: 3.60507 0.41580 -0.63460  0.068
H: 0.53148 2.70841 -0.15007  0.100
H: 2.08079 3.51504 -0.39620  0.121
H: 0.92952 2.96706 2.35413  0.091
H: 0.71833 4.47667 1.48011  0.124
H: 2.74721 4.18995 3.18017  0.112
H: 3.00942 5.06781 1.68036  0.112
H: 4.63004 3.01972 2.42420  0.119
H: 4.30121 3.34908 0.73192  0.113
H: 2.71175 1.43597 2.49773  0.118
H: 3.99303 0.94311 1.40509  0.066
H: 4.46096 -0.79352 -2.57217  0.099
H: 5.96263 -1.06451 -4.49243  0.105
H: 5.26889 -0.29625 -6.73715  0.105
H: 3.04270 0.74059 -7.04264  0.106
H: 1.54103 1.02007 -5.12554  0.090
H: 1.27375 3.48589 -2.44846  0.096
H: -0.55573 4.80872 -3.39315  0.107
H: -2.48429 3.69141 -4.46216  0.106
H: -2.52312 1.22314 -4.63565  0.106
H: -0.68779 -0.10857 -3.68015  0.108
C: -4.53133 -3.84880 0.11882  -0.116
N: -3.86480 -3.97818 1.48474  -0.070
C: -4.57934 -3.03743 2.45069  -0.116
N: -4.57930 -1.71385 1.95414  -0.147
C: -5.21389 -1.64539 0.64382  -0.148
N: -4.52659 -2.50245 -0.31333  -0.151
C: -3.19634 -1.99730 -0.65110  -0.287
P: -2.01108 -1.87405 0.80898  1.053
C: -2.41613 -3.63321 1.39257  -0.305
C: -3.26121 -1.08072 1.96712  -0.276
H: -5.55570 -4.21274 0.22201  0.146
H: -3.98678 -4.48415 -0.58055  0.147
H: -3.95687 -4.94118 1.81188  0.184
H: -4.05693 -3.08747 3.40641  0.146
H: -5.60228 -3.40175 2.56415  0.145
H: -5.18938 -0.61692 0.28619  0.140
H: -6.25555 -1.96401 0.73184  0.139
H: -3.30735 -1.00532 -1.09193  0.083
H: -2.74943 -2.65280 -1.40342  0.098
H: -1.96365 -3.77410 2.37647  0.099
H: -1.94382 -4.33033 0.70481  0.038
H: -3.37876 -0.03157 1.69111  0.085
H: -2.85833 -1.11483 2.98284  0.101
Cl: 0.66872 -3.39253 0.71167  0.576
C: 1.22419 -4.88978 1.50180  -0.919
Cl: 0.09511 -6.23424 1.25262  0.533
H: 1.30704 -4.70060 2.56627  0.019
H: 2.17643 -5.16965 1.06688  0.039

***

2.
The following is a quantum chemistry calculation of C34H48Cl2NO4PPdS2 as an isolated structure, from the Open Molecules 2025 dataset.

Summary:
Gap between HOMO and LUMO   7.80 eV
HOMO   -8.47 eV

Each line ends with the Löwdin charge.
Cartesian coordinates (Å):
Pd: 0.58692 0.01092 -0.15915  0.448
Cl: 0.73044 -2.52942 0.01839  0.803
C: 1.17869 -2.84247 -1.64554  -0.609
C: 0.98365 -4.13039 -2.10755  -0.101
C: 1.27862 -4.42486 -3.42784  -0.071
C: 1.76161 -3.42854 -4.26222  -0.112
C: 1.95600 -2.14880 -3.77124  -0.696
Cl: 2.55328 -0.94234 -4.86531  0.675
C: 1.68357 -1.80710 -2.43856  -0.670
S: 2.05259 -0.19173 -1.84555  0.618
H: 0.59769 -4.88414 -1.43460  0.100
H: 1.12583 -5.42524 -3.80813  0.110
H: 1.98880 -3.63254 -5.29914  0.107
C: -1.83638 -5.67864 0.54958  -0.053
C: -1.04579 -5.00830 1.63957  -0.304
C: 0.22543 -5.45020 1.98316  -0.057
C: 0.96151 -4.81165 2.97394  -0.054
C: 0.41147 -3.72695 3.63379  -0.287
C: -0.86086 -3.26661 3.30709  -0.048
C: -1.57587 -3.90648 2.31194  -0.045
S: 1.31489 -2.94383 4.94829  0.616
O: 2.67671 -3.37803 4.82917  -0.288
O: 0.57389 -3.12599 6.15976  -0.277
N: 1.27106 -1.35209 4.61241  -0.128
C: 1.87878 -0.90918 3.35792  -0.216
C: 1.23190 0.40314 2.91461  -0.103
C: -0.26124 0.18457 2.66927  -0.655
O: -1.00413 0.10318 3.64282  0.025
O: -0.68339 0.05465 1.45282  -0.216
H: -1.29992 -6.53291 0.13757  0.073
H: -2.04450 -4.97898 -0.26352  0.078
H: -2.79814 -6.03251 0.92391  0.083
H: 0.65236 -6.30335 1.46897  0.112
H: 1.95635 -5.14444 3.23758  0.114
H: -1.28418 -2.40691 3.81246  0.112
H: -2.56103 -3.54025 2.04706  0.122
H: 0.34854 -0.95039 4.77902  0.090
H: 1.74654 -1.66283 2.57084  0.085
H: 2.95048 -0.77962 3.50476  0.123
H: 1.73853 0.76882 2.01800  0.088
H: 1.34359 1.14785 3.70438  0.128
C: -3.70529 3.62974 1.08153  -0.193
C: -3.69745 2.10668 0.98992  -0.178
C: -2.79711 1.63373 -0.16236  -0.195
C: -1.59786 2.59100 -0.35590  -0.403
C: -1.20228 3.20273 0.99316  -0.190
C: -2.31012 4.15489 1.46313  -0.174
P: -0.23496 1.76246 -1.24686  0.986
C: -0.88409 1.15673 -2.86046  -0.423
C: -1.57608 -0.21139 -2.79637  -0.204
C: -1.59080 -0.83361 -4.20132  -0.171
C: -1.75612 0.23581 -5.29482  -0.192
C: -2.54606 1.42462 -4.75695  -0.189
C: -1.75017 2.15255 -3.65841  -0.183
C: 1.02738 3.02115 -1.69809  -0.419
C: 2.10790 3.18096 -0.61244  -0.228
C: 3.01287 4.35735 -0.96250  -0.183
C: 2.24471 5.69107 -0.92752  -0.185
C: 0.73907 5.48781 -1.12544  -0.194
C: 0.46447 4.39276 -2.15155  -0.181
H: -4.44607 3.97130 1.80544  0.108
H: -4.01161 4.04178 0.11411  0.110
H: -4.70829 1.72464 0.83986  0.112
H: -3.33852 1.68163 1.93098  0.117
H: -3.37408 1.58054 -1.08916  0.103
H: -2.43482 0.63104 0.06323  0.087
H: -1.90155 3.41715 -1.01144  0.104
H: -0.24996 3.73177 0.94458  0.079
H: -1.08211 2.39452 1.70924  0.095
H: -2.15567 5.14868 1.03412  0.105
H: -2.23830 4.26560 2.54700  0.114
H: 0.05375 0.99612 -3.40627  0.083
H: -2.59440 -0.09099 -2.42212  0.105
H: -1.06618 -0.87658 -2.09749  0.075
H: -2.40689 -1.55718 -4.26094  0.114
H: -0.66328 -1.38973 -4.36355  0.093
H: -2.24451 -0.19181 -6.17126  0.109
H: -0.77484 0.58494 -5.63085  0.110
H: -3.49796 1.06816 -4.35281  0.114
H: -2.79250 2.12693 -5.55458  0.111
H: -2.44340 2.68447 -3.00426  0.098
H: -1.10556 2.90474 -4.11649  0.109
H: 1.51660 2.55019 -2.55595  0.093
H: 2.68736 2.25990 -0.54274  0.075
H: 1.66098 3.33862 0.37268  0.100
H: 3.42642 4.18576 -1.96086  0.116
H: 3.86353 4.39093 -0.28085  0.111
H: 2.62749 6.35048 -1.70963  0.108
H: 2.41960 6.20296 0.02065  0.109
H: 0.27166 6.42108 -1.44395  0.115
H: 0.26687 5.22178 -0.17456  0.088
H: 0.94556 4.66688 -3.09504  0.123
H: -0.60292 4.34075 -2.36591  0.084

***

Q: Which formula does entry 2 have?
A: C34H48Cl2NO4PPdS2

***

Q: What is the formula in the first record?
A: C34H48Cl2N8PSSiTi